# C49H104F4N10O11S4

10 unconnected molecules or ions with the total composition C49H104F4N10O11S4 in a non-equilibrium geometry (ωB97M-V/def2-TZVPD, the OMol25 dataset).

Output
lowest unoccupied orbital energy = -4.899 eV
frontier orbital gap = 4.58 eV
HOMO energy = -9.48 eV
net charge = +2
molar mass = 1213.7 g/mol
F_max = 8.844 eV/Å
E_tot = -5296.03380 a.u.
energy relative to the best compared isomer or geometry (same formula, charge and spin) = 0.0 kcal per mole

Element x y z (Å)
C -5.090 19.539 -0.532
C -5.929 19.354 -1.807
C -6.627 20.695 -1.974
O -5.276 18.835 -2.922
H -4.422 20.412 -0.618
H -4.424 18.724 -0.246
H -5.722 19.856 0.302
H -6.686 18.582 -1.557
H -5.961 21.468 -2.376
H -6.942 21.043 -0.989
H -7.503 20.693 -2.622
C -8.096 20.890 -6.644
C -6.938 20.338 -5.830
N -5.612 20.710 -6.361
C -5.276 21.053 -7.654
C -3.974 21.417 -7.700
N -3.505 21.350 -6.386
C -4.532 20.927 -5.626
C -2.248 21.745 -5.814
H -8.169 21.977 -6.588
H -9.048 20.532 -6.256
H -7.993 20.614 -7.694
H -7.008 19.252 -5.779
H -6.911 20.716 -4.810
H -6.029 21.065 -8.422
H -3.290 21.636 -8.502
H -4.489 20.842 -4.544
H -1.864 21.041 -5.074
H -2.415 22.643 -5.215
H -1.532 21.922 -6.612
C -8.366 12.449 -5.063
C -6.929 12.998 -5.280
N -6.661 14.043 -4.306
C -7.285 15.283 -4.201
C -6.774 15.915 -3.132
N -5.767 15.139 -2.617
C -5.837 13.961 -3.245
C -5.159 15.394 -1.312
H -8.763 11.903 -5.920
H -9.137 13.203 -4.902
H -8.338 11.736 -4.241
H -6.755 13.390 -6.280
H -6.305 12.127 -5.093
H -8.067 15.536 -4.898
H -6.899 16.918 -2.745
H -5.277 13.085 -2.958
H -5.753 14.846 -0.582
H -5.267 16.456 -1.096
H -4.110 15.117 -1.265
C -2.160 14.318 -9.659
C -2.254 15.237 -8.448
C -3.720 15.464 -8.072
N -4.011 16.432 -6.927
C -5.499 16.667 -6.826
C -3.495 15.909 -5.592
C -3.196 17.219 -4.844
C -2.358 17.939 -5.875
C -3.235 17.764 -7.099
H -2.624 13.345 -9.501
H -1.121 14.117 -9.931
H -2.512 14.750 -10.599
H -1.711 16.158 -8.666
H -1.600 14.735 -7.730
H -4.223 14.525 -7.835
H -4.279 15.858 -8.921
H -5.840 15.661 -6.587
H -5.810 16.853 -7.852
H -5.736 17.427 -6.090
H -4.317 15.362 -5.136
H -2.565 15.357 -5.697
H -4.091 17.785 -4.570
H -2.599 17.047 -3.948
H -2.151 18.998 -5.734
H -1.419 17.430 -6.107
H -4.070 18.471 -7.162
H -2.880 17.860 -8.124
C 0.895 23.077 1.695
C 0.241 21.743 1.343
C 0.654 21.261 -0.047
N 0.068 19.907 -0.360
C 0.552 18.837 0.562
C 0.483 19.645 -1.818
C -0.639 18.802 -2.448
C -1.792 18.775 -1.432
C -1.428 19.943 -0.525
H 1.976 22.988 1.813
H 0.519 23.576 2.584
H 0.711 23.727 0.831
H -0.826 21.885 1.512
H 0.550 21.029 2.108
H 1.737 21.190 -0.142
H 0.294 22.035 -0.725
H 1.622 18.977 0.699
H 0.247 17.803 0.423
H 0.121 19.059 1.542
H 1.463 19.173 -1.721
H 0.697 20.558 -2.367
H -0.317 17.839 -2.845
H -0.889 19.347 -3.364
H -1.741 17.853 -0.851
H -2.822 18.887 -1.777
H -1.901 19.897 0.456
H -1.627 20.935 -0.928
C -6.912 16.629 3.861
C -7.446 17.386 2.630
C -8.899 17.848 2.801
N -9.443 18.490 1.525
C -9.562 17.514 0.406
C -10.820 19.071 1.936
C -10.776 20.588 1.750
C -9.703 20.709 0.644
C -8.667 19.723 1.160
H -6.950 17.342 4.689
H -5.838 16.439 3.815
H -7.397 15.692 4.123
H -7.420 16.657 1.812
H -6.760 18.174 2.319
H -9.047 18.508 3.654
H -9.509 16.968 3.004
H -10.387 17.866 -0.210
H -9.863 16.551 0.818
H -8.595 17.388 -0.074
H -11.582 18.739 1.230
H -11.098 18.682 2.912
H -11.764 20.876 1.397
H -10.472 21.217 2.587
H -10.144 20.363 -0.295
H -9.296 21.711 0.528
H -7.901 19.501 0.421
H -8.276 20.143 2.088
C -6.920 22.797 1.801
C -5.641 22.725 0.996
C -4.989 24.101 0.849
N -3.926 24.195 -0.237
C -2.725 23.323 0.123
C -3.557 25.678 -0.340
C -3.184 25.920 -1.777
C -3.791 24.824 -2.632
C -4.443 23.851 -1.653
H -6.756 22.626 2.866
H -7.638 22.006 1.564
H -7.523 23.684 1.599
H -5.934 22.417 -0.017
H -5.001 21.918 1.354
H -4.462 24.324 1.777
H -5.769 24.796 0.543
H -2.199 23.742 0.977
H -2.060 23.293 -0.740
H -3.155 22.339 0.297
H -2.756 25.841 0.383
H -4.346 26.331 0.029
H -2.095 25.849 -1.861
H -3.416 26.916 -2.148
H -3.086 24.369 -3.326
H -4.609 25.257 -3.208
H -4.306 22.784 -1.821
H -5.519 24.033 -1.653
N -9.103 25.536 -2.000
S -7.483 25.899 -1.643
O -6.408 25.483 -2.509
O -7.215 25.942 -0.220
F -7.530 27.460 -1.973
S -8.861 24.084 -2.456
O -8.199 23.246 -1.488
O -8.547 23.903 -3.854
F -10.396 23.640 -2.446
N -2.443 20.412 2.654
S -2.834 21.177 3.883
O -2.359 20.717 5.162
O -4.078 21.888 3.831
F -1.729 22.390 3.734
S -3.093 18.910 3.189
O -4.393 18.938 3.787
O -2.136 17.961 3.668
F -3.384 18.325 1.703
C -10.348 19.952 -3.039
C -11.775 19.584 -2.672
O -12.682 19.831 -3.486
O -11.926 18.980 -1.571
H -10.275 19.749 -4.113
H -9.587 19.387 -2.498
H -10.215 21.029 -2.906

Here are the Mulliken charges for atoms 1 to 2, given in e:
1 C 0.58
2 C 1.52